Formula: CH4O2P
Source: OMol25
Level of theory: ωB97M-V/def2-TZVPD

Geometry (Å):
C 0.25469 1.01493 -0.19863
O -1.71274 -1.18206 4.11362
O -2.66209 1.00725 3.88240
P -1.77294 0.16724 4.74781
H 1.16783 0.40033 -0.20368
H 0.21790 1.40104 0.81188
H 0.32531 1.84153 -0.79080
H -0.57280 0.45958 -0.52224

Summary:
frontier orbital gap: 0.283 Ha
charge: -1
ΔE to the lowest compared entry with this formula, charge and spin: 11.7 kJ/mol
E_tot: -532.42525 a.u.
E_HOMO: -0.1409 Eh
E_LUMO: 3.87 eV

---

Formula: CH12LiN2O5
Source: OMol25
Level of theory: ωB97M-V/def2-TZVPD

Geometry (Å):
Li -0.61941 -0.44553 -0.45288
C 0.94923 0.96756 0.49667
O -0.11141 0.58797 0.07000
N 1.08692 2.04581 1.16821
N 2.01840 0.24710 0.67237
H 0.19146 2.51299 1.16984
H 2.02073 2.32748 1.43043
H 2.02427 -0.59525 0.11511
H 2.49261 0.41477 1.54822
O -1.63839 -0.97492 0.64228
H -2.48080 -1.39447 0.81709
H -1.59512 -0.25299 1.26931
O 0.50982 -0.22871 -1.69899
H 1.06372 0.36010 -2.21156
H 0.02857 -0.73551 -2.35304
O -1.80248 0.22286 -0.98347
H -2.01227 0.36188 -1.90699
H -2.60226 0.46496 -0.51659
O 0.17524 -1.61152 0.06977
H 0.44890 -2.45438 -0.29210
H -0.14773 -1.82019 0.94634

Summary:
frontier orbital gap: 0.383 Ha
charge: +1
ΔE to the lowest compared entry with this formula, charge and spin: 983.3 kJ/mol
E_tot: -538.07693 a.u.
E_HOMO: -0.4987 Eh
E_LUMO: -3.14 eV

---

Formula: C25H22N8O9PZn
Source: OMol25
Level of theory: ωB97M-V/def2-TZVPD

Geometry (Å):
Zn 0.20870 -0.20170 0.16850
N -1.52310 -1.50510 -1.51760
N -2.42330 -0.52320 -1.93810
C -2.20910 0.76300 -1.61810
N -3.03790 1.70290 -2.04590
N -1.12620 0.98350 -0.87550
N -0.67310 2.20170 -0.55190
O 0.36380 2.19130 0.06720
O -1.25930 3.19810 -0.89960
H -1.01370 -1.90030 -2.30580
H -1.99630 -2.26620 -1.02900
H -3.22560 -0.77010 -2.50760
H -3.86110 1.48000 -2.57990
H -2.83980 2.67080 -1.79830
C 3.62270 -3.87390 -2.88260
C 2.54700 -3.88180 -2.00950
C 2.15830 -2.71140 -1.38290
C 2.85150 -1.53040 -1.62730
C 3.93590 -1.52340 -2.49970
C 4.31520 -2.69670 -3.12650
P 2.33110 -0.03110 -0.75460
C 2.50710 1.32430 -1.94020
C 2.90690 2.59050 -1.52030
C 2.98750 3.62170 -2.44030
C 2.66450 3.39890 -3.77020
C 2.24550 2.14330 -4.18480
C 2.15830 1.10780 -3.27240
C 3.53840 0.23000 0.56060
C 4.84910 0.58630 0.25080
C 5.77560 0.72150 1.26740
C 5.40130 0.49650 2.58470
C 4.09580 0.14700 2.89190
C 3.16170 0.01310 1.88090
H 3.92140 -4.78640 -3.37520
H 2.01140 -4.79890 -1.81510
H 1.31930 -2.70300 -0.70160
H 4.46560 -0.60160 -2.69360
H 5.15320 -2.69390 -3.80640
H 3.14440 2.75950 -0.48040
H 3.30380 4.60280 -2.12020
H 2.74040 4.20270 -4.48660
H 1.99160 1.97210 -5.22040
H 1.83780 0.12330 -3.58810
H 5.12800 0.76420 -0.77840
H 6.79150 1.00160 1.03250
H 6.13020 0.59730 3.37410
H 3.80680 -0.01620 3.91890
H 2.13370 -0.23600 2.10890
O -2.20090 -2.35320 7.35670
N -2.30200 -2.83910 6.25860
O -2.84180 -3.88520 5.98750
C -1.72720 -2.09680 5.14920
C -1.09770 -0.86930 5.36750
C -0.57180 -0.15700 4.31540
C -0.67590 -0.60610 2.95400
O -0.40180 0.12570 1.96610
C -1.22170 -1.93760 2.81230
C -1.76730 -2.63950 3.87970
N -1.19240 -2.52190 1.54510
O -2.04090 -3.30820 1.18730
O -0.25270 -2.19780 0.78580
N 0.17580 1.05340 4.61700
O 0.03410 1.52150 5.71980
O 0.92260 1.47400 3.76670
H -1.01800 -0.47120 6.37210
H -2.18410 -3.62560 3.72610

Summary:
frontier orbital gap: 0.284 Ha
charge: +1
E_tot: -4201.24117 a.u.
E_HOMO: -0.4327 Eh
E_LUMO: -4.06 eV

---

Formula: C21H27NO6S
Source: OMol25
Level of theory: ωB97M-V/def2-TZVPD

Geometry (Å):
C -1.86732 -3.57300 -1.30857
C -1.41526 -3.31897 0.12209
O -0.69732 -2.08968 0.20802
C 0.65313 -2.13467 0.22962
O 1.27645 -3.16923 0.18944
C 1.23992 -0.79836 0.33215
C 0.54345 0.39309 0.22466
N -0.79848 0.54995 -0.03517
C -1.39044 1.76856 -0.07936
O -0.77357 2.80333 0.07624
C -2.87834 1.72690 -0.38406
C -3.70935 0.83949 0.57831
C -2.94400 0.27943 1.76305
O -2.92133 -0.87814 2.08115
O -2.34441 1.24276 2.46190
C -4.19708 -0.27111 -0.38129
C -5.35404 0.29320 -1.22119
C -4.58561 1.23956 -2.16349
C -3.13306 0.98252 -1.71948
O -3.14373 -0.37426 -1.32109
S 1.54095 1.78771 0.42502
C 2.92423 0.76692 0.66199
C 2.62361 -0.55499 0.58532
C 3.76168 -1.51043 0.71167
C 4.88262 -1.01635 -0.21362
C 5.31872 0.44154 0.04503
C 5.51441 1.19266 -1.27731
C 6.64010 0.61312 -2.12623
C 4.31275 1.20902 0.93771
H -1.00295 -3.71569 -1.95327
H -2.44173 -2.72331 -1.67075
H -2.48386 -4.46664 -1.34381
H -0.77062 -4.12890 0.47760
H -2.26930 -3.19651 0.79260
H -1.32653 -0.29790 -0.23846
H -3.23149 2.75758 -0.40722
H -4.54394 1.40425 1.00046
H -1.86390 0.87718 3.22203
H -4.37406 -1.22885 0.10227
H -6.09914 0.80081 -0.61395
H -5.84042 -0.50805 -1.77489
H -4.86745 2.28284 -2.04511
H -4.71771 0.95818 -3.20658
H -2.37729 1.15446 -2.48335
H 3.45511 -2.51689 0.43487
H 4.11496 -1.52647 1.74672
H 5.74223 -1.68070 -0.12065
H 4.51008 -1.09792 -1.23633
H 6.27928 0.43857 0.57096
H 5.74826 2.23783 -1.06032
H 4.57826 1.17372 -1.83985
H 6.76774 1.19935 -3.03346
H 6.43038 -0.41427 -2.41133
H 7.57740 0.62968 -1.57384
H 4.54261 0.99285 1.98665
H 4.41915 2.28368 0.79016

Summary:
frontier orbital gap: 0.306 Ha
charge: 0
ΔE to the lowest compared entry with this formula, charge and spin: 13.2 kJ/mol
E_tot: -1720.87689 a.u.
E_HOMO: -0.2845 Eh
E_LUMO: 0.58 eV

---

Formula: C50H95F15O25
Source: OMol25
Level of theory: ωB97M-V/def2-TZVPD

Geometry (Å):
C 0.29234 -8.12089 -7.38511
C 1.00222 -8.04259 -6.06448
O 0.49406 -7.06265 -5.21029
C -0.19362 -7.36785 -4.08805
O -0.62960 -8.43488 -3.65647
C -0.51990 -6.19350 -3.10357
F -1.81709 -6.15797 -2.81812
F 0.17273 -6.49471 -1.96873
F -0.07321 -5.00518 -3.67276
H 0.40849 -7.23306 -8.00670
H -0.74204 -8.45201 -7.29281
H 0.72898 -8.87059 -8.04496
H 2.04462 -7.86545 -6.32932
H 1.04858 -9.03545 -5.61708
C -4.81429 -5.32722 9.91156
C -5.36349 -4.04424 9.42815
O -5.81540 -4.10515 8.07987
C -5.54134 -3.07621 7.31023
O -5.08727 -1.98222 7.63685
C -6.02230 -3.32901 5.85979
F -5.01630 -3.31355 5.05656
F -6.59749 -4.53573 5.72044
F -6.82155 -2.35591 5.50117
H -4.11339 -4.99239 10.67624
H -4.29619 -5.77519 9.06363
H -5.59244 -6.07050 10.08512
H -4.55743 -3.31503 9.50941
H -6.16311 -3.54390 9.97439
C -6.42724 -1.08959 -3.85558
C -6.12016 -1.46511 -5.31740
O -6.08609 -2.85840 -5.35495
C -7.00055 -3.51393 -5.95932
O -7.93048 -3.00245 -6.61170
C -6.89674 -5.04498 -5.77378
F -7.76791 -5.40690 -4.80700
F -7.09176 -5.76797 -6.81376
F -5.59901 -5.23192 -5.42024
H -6.97018 -0.14648 -3.79339
H -5.56985 -1.06085 -3.18316
H -7.21006 -1.73406 -3.45563
H -5.17244 -0.94428 -5.45403
H -6.80896 -0.97125 -6.00279
C 1.34767 1.11947 4.42778
C 0.01789 0.50705 3.90492
O -0.78282 1.57621 3.37220
C -0.56547 2.08809 2.16308
O 0.39428 1.86193 1.45920
C -1.70763 3.05917 1.66514
F -2.86945 2.62537 2.15660
F -1.54611 4.20471 2.21662
F -1.80217 3.25587 0.35404
H 0.95852 1.65455 5.29401
H 1.78730 1.81810 3.71592
H 2.09720 0.35067 4.61553
H -0.51524 0.02178 4.72246
H 0.14502 -0.33771 3.22792
C -1.70068 8.47617 7.62582
C -0.49380 9.47881 7.90001
O 0.50436 8.86415 7.18862
C 1.80164 9.05902 7.50876
O 2.17701 9.61923 8.52271
C 2.81988 8.24749 6.64932
F 2.21759 7.66698 5.61498
F 3.81109 8.95477 6.12405
F 3.30895 7.27147 7.40131
H -2.00506 8.48726 6.57924
H -2.62165 8.75841 8.13596
H -1.50121 7.45800 7.95995
H -0.32546 9.39521 8.97368
H -0.58039 10.53657 7.65153
C -3.16675 17.12808 -5.29855
O -4.01784 17.84583 -6.13032
C -4.50139 17.19032 -7.35458
C -5.43728 16.00595 -7.28795
O -4.73821 14.83128 -6.86490
C -5.54328 13.61011 -6.92864
C -4.62575 12.37762 -6.46173
O -5.40972 11.20793 -6.48282
C -4.82145 10.03924 -5.89034
H -3.61015 16.15502 -5.08722
H -2.99502 17.66221 -4.36403
H -2.14688 17.13992 -5.68301
H -3.60231 16.96048 -7.92636
H -5.10487 18.01896 -7.72508
H -5.89487 15.81035 -8.25772
H -6.30668 16.17862 -6.65357
H -6.10359 13.44759 -7.84937
H -6.36468 13.60843 -6.21212
H -4.42059 12.78549 -5.47195
H -3.69810 12.34437 -7.03309
H -3.92175 9.79037 -6.45310
H -5.56425 9.24171 -5.87294
H -4.50853 10.24726 -4.86715
C 9.07582 -0.86825 0.58421
O 7.65805 -0.71188 0.37230
C 7.41029 0.57049 -0.21232
C 6.52212 0.17662 -1.44956
O 7.43212 -0.21858 -2.46100
C 6.79895 -0.42111 -3.69684
C 7.50876 -1.39464 -4.60386
O 6.66246 -1.86995 -5.58048
C 7.13934 -2.86242 -6.45927
H 9.31972 -1.93007 0.55021
H 9.29967 -0.49362 1.58303
H 9.66816 -0.34540 -0.16670
H 8.29570 1.14617 -0.48199
H 6.72448 1.13430 0.42004
H 5.96438 1.08743 -1.66741
H 5.77399 -0.54619 -1.12404
H 6.79182 0.57027 -4.14985
H 5.78568 -0.80324 -3.57292
H 8.03610 -2.02432 -3.88726
H 8.34666 -0.94158 -5.13373
H 6.21995 -3.01854 -7.02358
H 7.32667 -3.79639 -5.92946
H 8.03031 -2.63367 -7.04404
C -14.00173 1.89849 -3.57573
O -13.19394 2.98278 -3.12643
C -12.08865 3.19772 -3.93813
C -11.29384 4.42987 -3.62442
O -10.45448 4.38412 -2.48221
C -11.13158 4.22126 -1.26333
C -10.65650 5.29019 -0.15809
O -10.90483 6.63126 -0.54550
C -9.97163 7.37611 -1.35927
H -14.99634 1.89440 -3.12982
H -13.43966 1.01424 -3.27525
H -14.11308 1.95888 -4.65835
H -12.41621 3.15604 -4.97691
H -11.35651 2.39076 -3.96804
H -12.00543 5.24839 -3.51605
H -10.62502 4.61055 -4.46594
H -11.01375 3.21738 -0.85535
H -12.19412 4.39727 -1.43106
H -9.58425 5.31618 0.03606
H -11.06426 5.11827 0.83804
H -9.99258 8.44703 -1.15726
H -10.11004 7.11898 -2.40943
H -9.00674 7.05867 -0.96391
C 5.75076 -10.87498 6.62923
O 4.94139 -11.63925 7.58268
C 5.13240 -11.19260 8.88883
C 4.93111 -9.66620 9.25087
O 3.60624 -9.20942 9.33091
C 2.95389 -9.35263 8.08734
C 3.27471 -8.16412 7.13334
O 2.61300 -6.92378 7.32486
C 3.17127 -6.23010 8.45742
H 5.44732 -11.37163 5.70763
H 6.80985 -10.81167 6.87909
H 5.32282 -9.87487 6.56038
H 6.07831 -11.35417 9.40578
H 4.39705 -11.67224 9.53481
H 5.53474 -9.12557 8.52186
H 5.35569 -9.45977 10.23333
H 1.91010 -9.11788 8.29588
H 2.89539 -10.32267 7.59367
H 2.90836 -8.44417 6.14568
H 4.32591 -7.99959 6.89667
H 2.64520 -5.27569 8.43627
H 4.23621 -5.99779 8.46337
H 2.86698 -6.65737 9.41289
C 7.87793 -5.45480 0.24195
O 8.05101 -6.81551 -0.34789
C 9.46139 -7.19753 -0.35401
C 10.06230 -6.55732 -1.64701
O 11.43426 -6.96145 -1.75555
C 12.14225 -6.44727 -2.92911
C 13.56792 -6.99426 -2.96588
O 14.44015 -6.26652 -2.06170
C 15.80137 -6.27812 -2.24059
H 6.82781 -5.18446 0.35270
H 8.30099 -4.76289 -0.48632
H 8.35221 -5.43158 1.22309
H 9.57782 -8.28113 -0.37258
H 9.89070 -6.82723 0.57694
H 9.95077 -5.47308 -1.63745
H 9.43616 -6.74144 -2.52002
H 12.15369 -5.36052 -3.01249
H 11.58367 -6.82127 -3.78714
H 14.03291 -6.94631 -3.95056
H 13.66066 -8.05379 -2.72738
H 15.96830 -5.68209 -3.13780
H 16.18161 -7.26947 -2.48706
H 16.32903 -5.98271 -1.33372

Summary:
frontier orbital gap: 0.353 Ha
charge: 0
ΔE to the lowest compared entry with this formula, charge and spin: 651.8 kJ/mol
E_tot: -5340.62395 a.u.
E_HOMO: -0.3364 Eh
E_LUMO: 0.46 eV

---

Formula: C19H34GaGeO6S3
Source: OMol25
Level of theory: ωB97M-V/def2-TZVPD

Geometry (Å):
Ga -0.19773 -0.67236 0.24885
C -2.84666 0.52517 2.55626
C -2.31031 1.44942 1.46499
C -3.26265 1.46354 0.27126
C -2.14543 2.85784 2.03525
O -1.02146 0.98761 1.02850
Ge 0.64531 2.08330 0.76534
O 1.37394 0.35521 1.22207
C 2.06191 0.09526 2.45557
C 2.62303 -1.32148 2.38806
C 1.08633 0.23337 3.62734
C 3.19994 1.10692 2.59298
O 0.60883 1.45000 -0.96986
C 1.02769 2.19889 -2.10988
C 0.58036 3.65954 -1.98023
C 2.55135 2.11565 -2.20171
C 0.39313 1.60550 -3.36374
H -3.80669 0.89756 2.91647
H -2.98036 -0.47470 2.15441
H -2.14715 0.48421 3.39349
H -4.24984 1.82413 0.56344
H -2.86640 2.11243 -0.51309
H -3.36682 0.45192 -0.12254
H -3.10731 3.24701 2.36812
H -1.45669 2.83590 2.88209
H -1.74163 3.52810 1.27339
H 1.80676 -2.03485 2.26700
H 3.29439 -1.41796 1.53387
H 3.16878 -1.55698 3.30201
H 0.24541 -0.44192 3.47152
H 1.56545 0.00214 4.57890
H 0.69943 1.25532 3.66258
H 3.86024 1.03841 1.72664
H 2.79452 2.11928 2.64033
H 3.77616 0.91807 3.49871
H 1.00396 4.10663 -1.07841
H 0.90658 4.24332 -2.84098
H -0.50893 3.70359 -1.91095
H 2.99957 2.61653 -1.33954
H 2.85505 1.06763 -2.17996
H 2.92615 2.57677 -3.11667
H -0.68548 1.53060 -3.22893
H 0.59754 2.24480 -4.22397
H 0.78388 0.60749 -3.56641
S 1.56667 -1.85851 -0.81333
C 0.82423 -2.26828 -2.29194
C 1.55219 -3.09349 -3.17953
C 1.06644 -3.41822 -4.41501
C -0.18221 -2.91645 -4.83586
C -0.92418 -2.13746 -3.99517
C -0.46776 -1.80415 -2.69735
S -1.50937 -0.87291 -1.72464
H 2.51320 -3.46737 -2.85198
H 1.63905 -4.06056 -5.07083
H -0.55043 -3.14966 -5.82609
H -1.89001 -1.76170 -4.30765
C -2.03121 -3.96535 2.39194
S -1.60383 -2.82924 1.08914
O -2.81357 -2.14202 0.70748
O -0.94161 -3.55248 0.03462
O -0.62733 -1.86171 1.74453
H -2.96061 -4.44469 2.09846
H -2.16766 -3.38746 3.30302
H -1.22613 -4.68711 2.49764

Summary:
multiplicity: 2
frontier orbital gap (alpha / beta): 0.315 / 0.211 Ha
charge: 0
ΔE to the lowest compared entry with this formula, charge and spin: 18.2 kJ/mol
E_tot: -6392.23277 a.u.
E_HOMO (alpha / beta): -0.2932 / -0.2989 Eh
E_LUMO (alpha / beta): 0.59 / -2.40 eV

---

Formula: C17H21N5O2S
Source: OMol25
Level of theory: ωB97M-V/def2-TZVPD

Geometry (Å):
C 2.62625 1.16954 5.86459
C 2.86093 1.70804 4.48290
C 4.08913 2.23815 4.12162
C 4.32142 2.71982 2.84066
C 3.31097 2.64928 1.90314
C 2.06021 2.12668 2.23758
C 0.98890 2.04935 1.19054
O -0.20000 2.20298 1.43706
N 1.43576 1.80071 -0.07013
C 0.55218 1.65329 -1.23007
C -0.23933 2.92922 -1.51247
C -0.35660 0.46550 -1.07563
C -0.38871 -0.54828 -1.92859
C -1.33391 -1.68017 -1.72641
O -2.08493 -1.76683 -0.77062
N -1.28427 -2.64462 -2.69357
C -2.26716 -3.71623 -2.70299
C -1.73779 -4.91453 -3.47525
C -3.56812 -3.21704 -3.28791
N -3.74158 -3.06362 -4.56252
N -4.96865 -2.56131 -4.87754
C -5.69245 -2.35610 -3.82427
S -4.91863 -2.73349 -2.34461
C 1.81451 1.68895 3.54634
N 0.60067 1.07214 3.94000
H 1.91438 1.78578 6.41888
H 2.20043 0.16707 5.81561
H 3.55575 1.14058 6.43137
H 4.88413 2.26196 4.85779
H 5.28297 3.14021 2.57849
H 3.47588 3.03500 0.90480
H 2.38212 1.47619 -0.16647
H 1.21804 1.46664 -2.07545
H -0.78919 2.81741 -2.44703
H -0.94391 3.12984 -0.70922
H 0.44081 3.77648 -1.60523
H -1.02707 0.46051 -0.22321
H 0.26709 -0.57675 -2.79434
H -0.83847 -2.42308 -3.56989
H -2.43564 -3.97820 -1.65956
H -2.46379 -5.72611 -3.45557
H -1.56409 -4.64999 -4.51820
H -0.80701 -5.26058 -3.02761
H -6.69609 -1.96327 -3.87748
H 0.05297 1.70514 4.51623
H 0.01189 0.94374 3.12423

Summary:
frontier orbital gap: 0.337 Ha
charge: 0
ΔE to the lowest compared entry with this formula, charge and spin: 143.1 kJ/mol
E_tot: -1482.87429 a.u.
E_HOMO: -0.3149 Eh
E_LUMO: 0.61 eV

---

no.,molar mass (g mol⁻¹)
1,79.02
2,139.06
3,674.86
4,421.51
5,1381.26
6,597.01
7,359.45